An isolated molecule of C6H15NO, computed with ωB97M-V with the def2-TZVPD basis set.

Atoms and positions in Å:
C -0.413 1.174 3.097
N -1.071 0.653 1.883
C -0.393 1.300 0.742
C -0.889 0.765 -0.623
C -0.590 -0.758 -0.752
C 0.879 -1.138 -0.825
C 1.544 -1.069 -2.209
O 0.824 -1.903 -3.079
H 0.702 1.126 3.041
H -0.693 2.236 3.252
H -0.670 0.600 3.982
H -0.932 -0.349 1.847
H 0.702 1.397 0.757
H -0.750 2.349 0.777
H -1.995 0.783 -0.558
H -0.561 1.387 -1.446
H -1.170 -1.135 -1.627
H -0.970 -1.207 0.158
H 1.402 -0.642 0.014
H 1.021 -2.250 -0.570
H 2.553 -1.489 -2.195
H 1.603 -0.015 -2.636
H -0.131 -1.816 -3.029

The value obtained for the HOMO-LUMO gap is 0.378 Ha. As for the total charge: 0. The value obtained for the relative energy (zero: lowest compared OMol25 entry of this formula, charge and spin) is 180.3 kJ/mol. As for the SMILES: CNCCCCCO. The largest force on an atom comes out at 2.2 eV/Å. Its molar mass is 117.192 g mol⁻¹.